Record 1
This record from OMol25 describes a cluster of 6 separate species, C27H44FN3O12 in total. The level of theory is ωB97M-V with the def2-TZVPD basis set.

Each line ends with the Mulliken charge.
Atoms and positions in Å:
H -2.6955 -3.8300 1.9124  0.249
N -2.8917 -3.1149 2.6166  -0.518
C -2.8476 -1.9554 2.1073  0.808
C -2.5609 -1.6715 0.6529  -1.373
C -3.1414 -0.7804 3.0157  -1.170
N -1.9635 0.0329 3.3526  0.213
C -0.9399 -0.7167 4.1094  -0.366
N -0.0277 0.1153 4.8692  -0.719
C -1.5858 0.9261 2.3782  0.319
O -2.3462 1.5590 1.6905  -0.579
O -0.2240 1.1462 2.3276  -0.335
C 0.4105 0.7802 1.1359  0.605
C 1.7096 1.5043 1.0195  -1.325
F 0.6378 -0.5987 1.1864  -0.381
H -1.5891 -2.0761 0.3739  0.307
H -3.3223 -2.1618 0.0428  0.471
H -2.5907 -0.6096 0.4189  0.304
H -3.5604 -1.1805 3.9370  0.424
H -3.8921 -0.1388 2.5548  0.512
H -1.5113 -1.3371 4.8008  0.279
H -0.3843 -1.3943 3.4592  0.315
H 0.8515 0.1992 4.3761  0.335
H -0.3897 1.0587 4.9441  0.287
H -0.2610 0.9566 0.2926  0.381
H 1.5518 2.5517 0.7799  0.226
H 2.2554 1.4276 1.9616  0.327
H 2.3174 1.0508 0.2386  0.381
O 1.9452 3.9270 -1.0502  -0.634
C 3.0999 4.2500 -1.0297  0.584
C 3.7447 5.3803 -0.2485  -0.484
C 5.1029 5.5323 -0.9285  -0.553
C 5.3548 4.1183 -1.4427  0.136
O 4.0424 3.5872 -1.7277  -0.300
H 3.8339 5.0578 0.7915  0.236
H 3.1151 6.2652 -0.2846  0.347
H 5.8960 5.8894 -0.2757  0.369
H 5.0213 6.2189 -1.7717  0.270
H 5.8180 3.4811 -0.6857  0.220
H 5.9459 4.0812 -2.3514  -0.128
O -5.3850 -2.3343 4.9958  -0.427
C -6.3988 -1.7019 5.0452  0.421
C -6.7287 -0.3896 4.3581  -0.207
C -7.9667 0.0904 5.1114  -0.614
C -8.5849 -1.2300 5.5624  -0.470
O -7.4717 -2.1203 5.7582  -0.400
H -6.9385 -0.6066 3.3086  0.259
H -5.8791 0.2860 4.4107  0.203
H -8.6488 0.6933 4.5166  0.343
H -7.6665 0.6744 5.9818  0.275
H -9.2361 -1.6627 4.8001  0.262
H -9.1311 -1.1661 6.4997  0.327
O -3.0771 -8.0978 6.7232  -0.593
C -3.7255 -7.0916 6.7063  0.471
C -5.2023 -6.9221 7.0239  -0.447
C -5.5249 -5.5485 6.4425  -0.418
C -4.1764 -4.8448 6.5403  0.042
O -3.1944 -5.8920 6.3902  -0.339
H -5.3134 -6.9495 8.1101  0.247
H -5.7714 -7.7429 6.5958  0.304
H -6.3162 -5.0116 6.9603  0.327
H -5.8101 -5.6412 5.3939  0.248
H -4.0239 -4.3800 7.5173  0.177
H -4.0179 -4.1079 5.7609  0.006
O 7.2348 4.1588 -4.3641  -0.611
C 6.9311 3.1117 -4.8612  0.655
C 7.3696 2.5290 -6.1898  -0.727
C 6.3568 1.4126 -6.4236  -0.141
C 5.9844 1.0258 -4.9964  -0.524
O 6.1049 2.2419 -4.2353  -0.311
H 8.3868 2.1505 -6.0686  0.282
H 7.3723 3.2967 -6.9583  0.314
H 6.7355 0.5778 -7.0080  0.414
H 5.4870 1.8149 -6.9422  0.015
H 6.6694 0.2889 -4.5718  0.265
H 4.9650 0.6649 -4.8864  0.312
O 5.7279 2.1143 -9.6940  -0.577
C 4.7915 1.4116 -9.9356  0.572
C 3.4208 1.8052 -10.4546  -0.446
C 2.5738 0.5690 -10.1637  -0.475
C 3.6189 -0.5416 -10.2229  -0.423
O 4.8417 0.0671 -9.7712  -0.353
H 3.5141 2.0033 -11.5242  0.271
H 3.0815 2.7120 -9.9617  0.289
H 1.7530 0.4125 -10.8595  0.320
H 2.1589 0.6323 -9.1571  0.262
H 3.7760 -0.9073 -11.2397  0.267
H 3.4050 -1.3857 -9.5728  0.309

Calculated values
SMILES: [H]/N=C(\C)CN(CN)C(=O)O[C@@H](C)F.O=C1CCCO1.O=C1CCCO1.O=C1CCCO1.O=C1CCCO1.O=C1CCCO1
HOMO level, Eh: -0.3354
Gap between HOMO and LUMO, eV: 9.608

***

Record 2
This record from OMol25 describes an isolated molecule of C3H3N3O2. The level of theory is ωB97M-V with the def2-TZVPD basis set.

Each line ends with the Mulliken charge.
Atoms and positions in Å:
H -2.2049 0.0858 0.6750  0.169
N -1.8577 -0.6678 0.0356  -0.636
C -0.6334 -0.4305 -0.2000  0.602
N 0.1296 -1.3435 -0.8312  -0.342
C 1.3260 -1.2749 -0.5073  0.011
O 2.0262 -0.0046 -0.3044  -0.158
N 1.4264 1.1590 0.0952  -0.355
C 0.0516 1.0035 0.1904  0.540
O -0.6147 1.9839 0.8440  -0.463
H 1.9724 -2.1218 -0.8923  0.334
H -1.6216 1.6109 0.8948  0.298

Calculated values
SMILES: [H]/N=c1/nconc1O
Energy relative to the best compared isomer or geometry (same formula, charge and spin), kJ/mol: 538.03
HOMO level, Eh: -0.3514
Gap between HOMO and LUMO, eV: 9.506